Version 1
A gas-phase ion, C4H9N (charge -1), computed with the ωB97M-V functional and the def2-TZVPD basis.

Element x y z (Å)
1 N 0.355 0.131 0.373
2 C 0.787 0.525 -2.081
3 C 0.870 -0.399 -0.861
4 C -0.871 -0.245 0.843
5 C -1.330 -0.178 2.101
6 H 1.905 -0.741 -0.719
7 H 1.772 0.929 -2.328
8 H 1.007 0.585 0.992
9 H -0.890 0.308 2.962
10 H 0.150 1.387 -1.898
11 H -1.471 -0.669 0.047
12 H 0.418 -1.369 -1.067
13 H 0.470 -0.015 -2.985
14 H -2.355 -0.506 2.242

Output
⟨S²⟩: 0.750
spin multiplicity: 2
charge: -1

Results of the Löwdin charge analysis, in e, for atoms 1 through 6: N -0.061; C -0.331; C -0.495; C -0.349; C -0.104; H 0.034

=====

Version 2
2 unconnected molecules or ions with the total composition C4H9N, computed with the ωB97M-V functional and the def2-TZVPD basis.

Element x y z (Å)
1 N 2.151 -1.336 -0.835
2 C -1.934 1.006 1.519
3 C -0.719 1.623 1.286
4 C 0.771 -1.211 -0.678
5 C -0.024 -0.605 -1.561
6 H -0.215 2.364 1.887
7 H 0.419 -0.219 -2.474
8 H 2.678 -1.652 -0.050
9 H -2.482 1.109 2.449
10 H -0.222 1.397 0.353
11 H 0.426 -1.673 0.235
12 H -2.411 0.451 0.723
13 H 2.659 -0.646 -1.356
14 H -1.096 -0.609 -1.498

Output
⟨S²⟩: 0.752
spin multiplicity: 2
charge: -1

Results of the Löwdin charge analysis, in e, for atoms 1 through 6: N -0.027; C -0.351; C -0.234; C -0.314; C -0.063; H -0.037

=====

Which one sits at the bottom of the stability order? version 2 does.

=====

Version 1
C5H10ClN in the gas phase, computed with the ωB97M-V functional and the def2-TZVPD basis.

Element x y z (Å)
1 Cl 0.265 -2.571 1.519
2 N -1.423 -0.356 0.221
3 C -0.298 0.092 1.030
4 C 0.530 -0.592 -1.392
5 C -0.433 1.762 -0.911
6 C -0.289 0.296 -0.445
7 C 0.573 -0.823 1.857
8 H 1.416 -0.035 -1.623
9 H -0.759 1.768 -1.977
10 H -1.338 -1.385 0.089
11 H 1.656 -0.704 1.566
12 H -1.131 2.292 -0.273
13 H 0.868 -1.557 -0.961
14 H -0.046 -0.781 -2.313
15 H 0.346 -0.673 2.928
16 H 0.553 2.249 -0.879
17 H -0.490 1.018 1.563

Output
SMILES: CC1(C)N[C@H]1CCl
spin multiplicity: 1
charge: 0

Results of the Löwdin charge analysis, in e, for atoms 1 through 6: Cl 0.553; N 0.067; C -0.357; C -0.037; C -0.030; C -0.516

=====

Version 2
2 unconnected molecules or ions with the total composition C5H10ClN, computed with the ωB97M-V functional and the def2-TZVPD basis.

Element x y z (Å)
1 Cl -1.276 0.023 -3.327
2 N -1.093 1.882 -1.375
3 C -1.221 0.782 -1.887
4 C -1.116 -0.763 -0.227
5 C 0.067 -0.437 0.554
6 C 1.345 -0.333 -0.497
7 C 0.085 0.837 1.441
8 H 0.223 -1.193 1.246
9 H 1.214 -1.081 -1.270
10 H 1.006 1.549 1.302
11 H -2.131 -0.578 0.213
12 H -0.719 1.403 1.129
13 H 1.215 0.712 -0.872
14 H 2.303 -0.425 0.058
15 H -1.150 2.852 -1.797
16 H 0.147 0.591 2.465
17 H -1.105 -1.765 -0.751

Output
spin multiplicity: 1
charge: 0

Results of the Löwdin charge analysis, in e, for atoms 1 through 6: Cl 0.710; N 0.061; C -0.833; C -0.051; C -0.457; C -0.061

=====

Which one sits at the bottom of the stability order? version 2 does.

=====

Version 1
A molecular structure, C33H39N6O3PbSSi, computed with the ωB97M-V functional and the def2-TZVPD basis.

Element x y z (Å)
1 Pb 1.427 -0.640 -0.456
2 S 3.870 -0.218 -1.875
3 Si 2.963 -0.461 2.783
4 O 0.452 -1.758 -2.800
5 O -1.061 1.589 -0.341
6 O -0.941 -1.702 0.860
7 N 2.434 1.787 -3.124
8 N 3.521 0.316 -4.445
9 N 1.197 3.191 0.586
10 N 0.183 -3.706 -3.889
11 N 1.504 -1.001 2.063
12 N 2.042 2.152 -1.884
13 C -0.134 -3.069 4.705
14 C 1.308 -3.762 -1.726
15 C -0.653 -2.176 2.146
16 C -3.920 4.384 -3.288
17 C 1.479 3.289 -1.826
18 C -2.965 1.636 1.064
19 C 0.914 3.810 -0.566
20 C 0.085 4.933 -0.601
21 C -1.358 -3.377 4.126
22 C -1.674 -2.452 -0.020
23 C -2.073 3.147 -2.373
24 C 3.821 0.750 1.647
25 C 2.101 -2.940 -0.708
26 C 0.625 -2.967 -2.822
27 C -0.210 4.733 1.760
28 C -3.098 -2.428 -1.963
29 C -0.478 5.397 0.573
30 C 0.597 -1.793 2.706
31 C -2.523 -4.510 -0.933
32 C -3.217 -3.811 -1.913
33 C 0.639 3.635 1.707
34 C 2.787 0.449 4.438
35 C -4.162 3.245 -1.184
36 C 3.189 0.722 -3.168
37 C -2.328 -1.754 -1.029
38 C -1.750 -3.842 0.007
39 C -2.195 1.971 -0.192
40 C -2.847 2.801 -1.265
41 C -4.699 4.033 -2.195
42 C 0.788 -2.295 4.026
43 C -1.603 -2.899 2.846
44 C 4.172 -1.886 3.063
45 C -2.606 3.934 -3.380
46 H -3.603 -1.867 -2.740
47 H -3.835 -4.339 -2.629
48 H -1.207 -4.393 0.763
49 H -3.941 1.206 0.829
50 H 3.143 -2.903 -1.034
51 H 2.244 -0.115 5.200
52 H 3.112 1.445 1.179
53 H 2.262 1.403 4.302
54 H -3.117 2.541 1.658
55 H 3.827 -2.586 3.830
56 H -4.778 2.978 -0.333
57 H -4.336 5.010 -4.068
58 H -5.724 4.376 -2.127
59 H -2.099 -3.973 4.642
60 H 0.099 -3.415 5.706
61 H -0.122 5.420 -1.547
62 H -1.999 4.204 -4.235
63 H 1.355 3.901 -2.723
64 H 5.166 -1.526 3.351
65 H -1.052 2.781 -2.418
66 H -1.120 6.270 0.566
67 H -2.561 -3.093 2.381
68 H 3.784 0.674 4.836
69 H -0.638 5.059 2.699
70 H 4.562 1.335 2.202
71 H 1.919 -4.523 -2.228
72 H 2.849 0.567 -5.154
73 H -2.202 -0.681 -1.074
74 H 2.085 -3.459 0.258
75 H 1.718 -2.053 4.522
76 H 0.497 -4.300 -1.229
77 H 4.344 0.233 0.835
78 H 0.893 3.075 2.605
79 H -2.380 0.920 1.639
80 H 4.272 -2.446 2.125
81 H -2.584 -5.592 -0.897
82 H 0.140 -4.706 -3.816
83 H -0.435 -3.253 -4.539
84 H 3.861 -0.630 -4.479

Output
spin multiplicity: 1
charge: -1

Results of the Löwdin charge analysis, in e, for atoms 1 through 6: Pb 1.201; S 0.478; Si 0.325; O -0.060; O 0.027; O -0.075

=====

Version 2
A molecular structure, C33H39N6O3PbSSi, computed with the ωB97M-V functional and the def2-TZVPD basis.

Element x y z (Å)
1 Pb -0.639 -0.007 -0.421
2 S -2.905 -1.229 -1.527
3 Si -3.044 1.632 1.930
4 O 3.633 -1.037 -0.041
5 O 0.989 -1.862 -1.734
6 O 0.786 2.673 0.015
7 N -1.893 -3.513 -0.315
8 N -3.329 -3.769 -2.023
9 N -1.780 2.123 0.895
10 N 0.628 -1.348 2.231
11 N 2.750 -1.839 -3.135
12 N -1.088 -2.709 0.432
13 C 2.282 -4.903 0.861
14 C 0.097 -2.535 2.536
15 C 0.275 -3.118 3.794
16 C -4.793 2.050 1.337
17 C 0.462 5.023 0.414
18 C -0.743 -3.225 1.551
19 C 1.409 3.537 -2.157
20 C -0.162 0.491 -2.748
21 C 2.572 -3.570 0.617
22 C 3.568 -2.934 1.352
23 C 4.256 -3.632 2.340
24 C 3.966 2.538 -1.727
25 C 2.387 3.675 -3.126
26 C -3.042 -0.231 2.171
27 C -2.095 4.532 1.274
28 C 1.484 -1.169 4.455
29 C -0.045 3.739 0.389
30 C 2.987 -5.605 1.830
31 C 1.717 2.894 -0.961
32 C 3.672 3.184 -2.917
33 C 0.984 -2.428 4.758
34 C 3.880 -1.505 1.048
35 C 3.973 -4.970 2.571
36 C -0.312 6.093 0.847
37 C 2.992 2.391 -0.749
38 C -2.622 -2.907 -1.214
39 C -1.606 5.825 1.272
40 C 4.549 -0.675 2.121
41 C -1.345 3.401 0.851
42 C -2.844 2.314 3.688
43 C 1.628 -1.273 -2.594
44 C 1.252 0.090 -3.117
45 C 1.276 -0.680 3.172
46 H -4.969 1.555 0.378
47 H -2.247 6.631 1.609
48 H -1.140 -4.202 1.835
49 H 2.140 4.163 -4.061
50 H 0.089 7.098 0.846
51 H 3.391 -1.223 -3.606
52 H -2.876 3.402 3.748
53 H 4.430 3.295 -3.682
54 H -3.621 1.914 4.345
55 H 1.132 -2.859 5.741
56 H -4.126 -3.378 -2.493
57 H -2.138 -0.562 2.686
58 H -3.411 -4.710 -1.674
59 H 0.407 3.912 -2.314
60 H -4.962 3.118 1.190
61 H -3.123 -0.787 1.238
62 H 2.019 -0.581 5.188
63 H -0.893 -0.078 -3.323
64 H 4.955 2.131 -1.555
65 H -5.540 1.682 2.044
66 H 4.234 -0.964 3.121
67 H 1.487 -5.382 0.304
68 H 1.467 0.098 -4.197
69 H 5.019 -3.138 2.927
70 H 5.630 -0.811 2.045
71 H 4.326 0.375 1.949
72 H -0.309 1.551 -2.967
73 H 1.978 0.779 -2.668
74 H -1.876 1.991 4.079
75 H 2.757 -6.646 2.020
76 H 4.517 -5.513 3.333
77 H 3.161 -2.580 -2.590
78 H 3.195 1.860 0.166
79 H -0.150 -4.091 4.000
80 H -3.111 4.366 1.607
81 H 1.642 0.300 2.882
82 H 1.482 5.189 0.086
83 H 2.007 -3.008 -0.119
84 H -3.901 -0.501 2.792

Output
spin multiplicity: 1
charge: -1

Results of the Löwdin charge analysis, in e, for atoms 1 through 6: Pb 1.194; S 0.509; Si 0.323; O 0.087; O -0.061; O -0.064

=====

Which one sits at the bottom of the stability order? version 1 does.

=====

Version 1
C9H12O3 in the gas phase, computed with the ωB97M-V functional and the def2-TZVPD basis.

Element x y z (Å)
1 O 1.114 -1.866 -0.070
2 O 1.260 0.156 -2.391
3 O -1.872 1.448 2.096
4 C 0.368 -0.655 -0.088
5 C -1.086 1.726 0.000
6 C -2.078 0.746 3.262
7 C 0.460 0.093 -1.231
8 C -0.378 1.302 -1.149
9 C -1.146 0.860 1.145
10 C 0.715 -2.798 -1.093
11 C 2.710 0.147 -1.727
12 C -0.519 -0.436 1.108
13 H 0.923 -2.261 -2.024
14 H -1.433 2.655 -0.084
15 H 2.714 1.182 -1.089
16 H -0.192 -3.408 -1.160
17 H -2.906 1.220 3.793
18 H -0.379 1.946 -2.054
19 H 3.518 0.202 -2.621
20 H 2.484 -0.851 -1.031
21 H -1.250 0.575 3.999
22 H 1.659 -3.499 -0.934
23 H -0.817 -1.370 1.668
24 H -2.618 -0.207 3.090

Output
SMILES: COc1ccc(OC)c(OC)c1
spin multiplicity: 1
charge: 0

Results of the Löwdin charge analysis, in e, for atoms 1 through 6: O -0.192; O -0.171; O -0.072; C -0.215; C 0.014; C -0.122

=====

Version 2
C9H12O3 in the gas phase, computed with the ωB97M-V functional and the def2-TZVPD basis.

Element x y z (Å)
1 O 2.120 0.254 -0.702
2 O -0.987 -1.194 0.196
3 O 1.464 -1.094 1.008
4 C -0.897 0.508 2.524
5 C -0.934 1.039 1.349
6 C -1.185 0.153 0.089
7 C -0.325 -0.724 -2.154
8 C 2.743 -1.007 1.539
9 C -0.125 -0.527 -0.642
10 C 0.121 0.127 -3.033
11 C 1.310 -0.380 -0.118
12 C -2.289 0.749 -0.681
13 H -0.804 1.132 3.461
14 H 2.923 -1.413 2.603
15 H -2.689 0.130 -1.525
16 H 3.098 0.026 1.563
17 H -0.820 -0.524 2.606
18 H 3.541 -1.471 0.951
19 H -0.058 -0.122 -4.006
20 H -1.898 1.758 -1.119
21 H -1.066 2.079 1.187
22 H -3.085 1.082 0.059
23 H 0.864 0.819 -2.671
24 H -1.019 -1.400 -2.482

Output
SMILES: C=C[C@]1(C)O[C@]1(C=C)C(=O)OC
spin multiplicity: 1
charge: 0

Results of the Löwdin charge analysis, in e, for atoms 1 through 6: O 0.153; O 0.102; O -0.002; C 0.033; C -0.084; C -0.466

=====

Which one sits at the bottom of the stability order? version 1 does.